[1]
ORCA calculation (ωB97M-V/def2-TZVPD) on a molecular structure, C24H19InN5O2S2.

CARTESIAN COORDINATES (ANGSTROEM)
In (0.591, -0.652, -0.491)
C (4.834, -1.103, 1.104)
N (3.919, -0.194, 1.796)
C (4.272, 1.022, 2.356)
C (3.161, 1.558, 2.871)
N (2.116, 0.668, 2.629)
C (2.600, -0.414, 1.945)
S (1.812, -1.849, 1.414)
C (0.761, 0.934, 3.058)
C (0.570, 1.768, 4.150)
C (-0.728, 2.059, 4.527)
C (-1.781, 1.496, 3.826)
C (-1.478, 0.649, 2.780)
N (-0.228, 0.381, 2.385)
H (5.843, -0.716, 1.207)
H (4.576, -1.168, 0.052)
H (4.774, -2.095, 1.535)
H (5.281, 1.399, 2.330)
H (3.012, 2.513, 3.342)
H (1.403, 2.172, 4.707)
H (-0.913, 2.714, 5.370)
H (-2.809, 1.713, 4.086)
H (-2.264, 0.153, 2.222)
S (0.107, -3.468, -4.106)
C (0.358, -4.448, -2.734)
C (0.533, -3.707, -1.602)
C (0.447, -2.304, -1.852)
C (0.231, -2.024, -3.172)
C (0.211, -0.668, -3.753)
C (0.078, -0.417, -5.115)
C (0.109, 0.889, -5.565)
C (0.276, 1.919, -4.651)
C (0.401, 1.589, -3.315)
N (0.367, 0.327, -2.871)
H (0.367, -5.526, -2.840)
H (0.722, -4.142, -0.627)
H (-0.031, -1.245, -5.805)
H (0.009, 1.109, -6.621)
H (0.326, 2.954, -4.965)
H (0.543, 2.362, -2.568)
O (0.611, 3.308, 0.593)
C (0.405, 2.194, 0.156)
O (1.307, 1.270, -0.057)
C (-1.034, 1.818, -0.185)
C (-2.009, 2.786, -0.301)
C (-3.287, 2.398, -0.673)
C (-3.560, 1.053, -0.899)
C (-2.544, 0.134, -0.735)
N (-1.308, 0.521, -0.387)
H (-1.748, 3.816, -0.107)
H (-4.070, 3.137, -0.793)
H (-4.545, 0.722, -1.199)
H (-2.699, -0.928, -0.887)

HOMO level	-10.904	eV
Kohn-Sham gap	8.16	eV
energy relative to the best compared isomer or geometry (same formula, charge and spin)	20.11	kcal per mole
net charge	+1

***

[2]
ORCA calculation (ωB97M-V/def2-TZVPD) on 2 unconnected molecules or ions with the total composition C4H11N3O2 at a distorted geometry.

CARTESIAN COORDINATES (ANGSTROEM)
C (2.905, 0.186, -0.634)
C (2.053, -0.668, 0.274)
O (1.916, -1.899, -0.292)
O (1.561, -0.339, 1.310)
H (2.894, 1.197, -0.260)
H (2.427, 0.287, -1.586)
H (3.890, -0.265, -0.702)
C (-0.615, 1.907, -1.058)
C (-1.814, 0.188, 0.152)
N (-0.779, 0.692, -0.329)
N (-3.049, 0.860, 0.249)
N (-1.939, -1.136, 0.522)
H (1.230, -2.401, 0.163)
H (-3.010, 1.831, -0.023)
H (-3.885, 0.419, -0.105)
H (-1.116, -1.689, 0.376)
H (-2.452, -1.278, 1.378)
H (-1.356, 1.979, -1.872)
H (0.293, 1.791, -1.654)
H (-0.505, 2.825, -0.492)

HOMO level	-8.719	eV
SMILES	CN=C(N)N.CC(=O)O
Kohn-Sham gap	9.49	eV
energy relative to the best compared isomer or geometry (same formula, charge and spin)	21.92	kcal per mole
net charge	0

***

[3]
ORCA calculation (ωB97M-V/def2-TZVPD) on a gas-phase ion, C9H14N3O (charge +1) at a distorted geometry.

CARTESIAN COORDINATES (ANGSTROEM)
C (-1.861, 1.690, 0.868)
C (-1.997, -0.319, -1.045)
C (-1.227, -0.939, -0.175)
C (-3.237, 0.119, -0.633)
C (0.298, -1.214, -0.485)
C (1.315, -0.425, 0.270)
C (1.594, 1.036, -0.011)
C (-1.700, -1.467, 1.179)
C (2.212, 1.395, -1.425)
N (-0.671, 1.609, 0.443)
N (-2.989, 1.264, 0.318)
N (0.420, 1.912, 0.026)
O (-4.333, -0.069, -0.971)
H (-2.059, 2.268, 1.820)
H (0.626, -2.211, -0.236)
H (0.490, -1.064, -1.451)
H (0.976, -0.546, 1.303)
H (2.372, -0.833, 0.157)
H (2.340, 1.448, 0.642)
H (-1.935, -2.466, 0.955)
H (-2.583, -0.942, 1.447)
H (-1.092, -1.425, 2.037)
H (2.670, 2.408, -1.384)
H (1.543, 1.146, -2.238)
H (3.011, 0.628, -1.476)
H (-3.759, 1.617, 0.886)
H (-1.730, -0.133, -2.061)

HOMO level	-13.524	eV
SMILES	C/C1=C\C(=O)/[NH+]=C\N=N\[C@H](C)CC1
Kohn-Sham gap	8.60	eV
energy relative to the best compared isomer or geometry (same formula, charge and spin)	61.55	kcal per mole
net charge	+1

***

[4]
ORCA calculation (ωB97M-V/def2-TZVPD) on 2 unconnected molecules or ions with the total composition C14H22O4S at a distorted geometry.

CARTESIAN COORDINATES (ANGSTROEM)
C (-1.694, -3.557, 1.047)
C (-0.438, -3.436, -0.023)
H (0.083, -4.292, -0.172)
H (-0.880, -3.100, -1.021)
O (0.399, -2.681, 0.346)
C (0.635, -1.529, -0.166)
O (0.142, -1.282, -1.127)
C (1.726, -0.587, 0.379)
C (3.043, -1.036, -0.146)
O (3.564, -2.215, 0.113)
C (3.778, 0.208, -0.789)
C (3.883, 1.349, -0.051)
O (5.051, 1.660, 0.038)
C (2.746, 1.753, 0.809)
H (2.886, 1.491, 1.713)
H (2.515, 2.707, 0.758)
C (1.529, 0.728, 0.366)
H (1.305, 1.021, -0.674)
C (0.322, 1.434, 0.995)
C (-0.985, 1.610, 0.222)
C (-0.979, 2.959, -0.577)
H (-1.877, 3.202, -1.021)
H (-1.025, 3.819, 0.362)
H (-0.063, 3.183, -0.849)
H (-0.941, 0.986, -0.932)
S (-2.458, 1.293, 0.988)
C (-3.375, -0.044, -0.166)
C (-3.864, 1.003, -1.438)
H (-4.616, 1.643, -1.019)
H (-3.042, 1.171, -1.941)
H (-4.470, 0.255, -2.058)
H (-4.239, -0.304, 0.289)
H (-2.653, -0.613, -0.399)
H (-0.087, 0.436, 1.764)
H (0.368, 2.180, 1.622)
H (4.858, -0.149, -1.088)
H (3.274, 0.284, -1.859)
H (1.717, -0.872, 1.824)
H (-1.396, -3.863, 1.940)
H (-2.351, -2.469, 1.202)
H (-2.390, -4.347, 0.739)

HOMO level	-8.499	eV
Kohn-Sham gap	8.11	eV
energy relative to the best compared isomer or geometry (same formula, charge and spin)	324.77	kcal per mole
net charge	0

***

[5]
ORCA calculation (ωB97M-V/def2-TZVPD) on a gas-phase ion, C3H4NO (charge +1) at a distorted geometry.

CARTESIAN COORDINATES (ANGSTROEM)
C (0.691, 1.369, 0.392)
C (-0.720, -2.015, 0.366)
C (-0.060, 0.197, -0.658)
N (-0.394, -1.033, -0.116)
O (1.140, 1.250, 1.456)
H (0.834, 2.300, -0.204)
H (-1.168, -2.752, 0.973)
H (-0.972, 0.796, -0.794)
H (0.648, -0.111, -1.415)

HOMO level	-15.018	eV
SMILES	C#[N+]CC=O
Kohn-Sham gap	9.93	eV
energy relative to the best compared isomer or geometry (same formula, charge and spin)	37.39	kcal per mole
net charge	+1

***

[6]
ORCA calculation (ωB97M-V/def2-TZVPD) on a molecular structure, C20H19F3I2NO5Pd at a distorted geometry.

CARTESIAN COORDINATES (ANGSTROEM)
Pd (0.859, -2.114, -0.534)
N (2.987, -1.074, 2.384)
C (2.109, -2.077, 2.477)
O (1.517, -2.550, 1.501)
C (1.902, -2.649, 3.857)
I (-0.088, -3.302, 4.175)
H (3.158, -0.652, 1.486)
H (3.490, -0.745, 3.189)
H (2.130, -1.922, 4.630)
H (2.539, -3.522, 3.976)
F (2.996, -3.638, -0.396)
C (2.413, -2.984, -1.370)
F (1.915, -3.804, -2.262)
F (3.211, -2.100, -1.904)
I (-7.864, -2.307, -1.510)
C (-5.823, -2.337, -1.129)
C (-5.006, -3.193, -1.854)
C (-3.641, -3.185, -1.620)
C (-3.106, -2.330, -0.662)
C (-3.935, -1.492, 0.074)
C (-5.300, -1.494, -0.156)
C (-1.655, -2.276, -0.434)
O (-0.872, -2.997, -1.181)
O (-1.122, -1.554, 0.429)
H (-5.431, -3.852, -2.598)
H (-2.985, -3.840, -2.179)
H (-3.499, -0.848, 0.827)
H (-5.953, -0.843, 0.409)
C (1.394, 5.979, 0.229)
C (1.210, 4.524, -0.080)
C (0.632, 3.662, 0.857)
C (0.517, 2.312, 0.615)
C (-0.108, 1.380, 1.614)
C (1.025, 1.824, -0.620)
C (1.515, 2.690, -1.632)
C (1.925, 2.146, -2.975)
C (1.608, 4.025, -1.330)
C (1.114, 0.387, -0.817)
O (0.319, -0.242, -1.566)
O (2.008, -0.249, -0.188)
H (1.278, 6.185, 1.291)
H (0.654, 6.573, -0.317)
H (2.376, 6.321, -0.100)
H (0.278, 4.068, 1.797)
H (-0.646, 1.938, 2.377)
H (0.663, 0.780, 2.107)
H (-0.791, 0.679, 1.137)
H (2.603, 1.295, -2.868)
H (2.417, 2.909, -3.573)
H (1.051, 1.788, -3.519)
H (2.013, 4.712, -2.065)

HOMO level	-11.089	eV
Kohn-Sham gap	3.89	eV
energy relative to the best compared isomer or geometry (same formula, charge and spin)	26.27	kcal per mole
net charge	+1